125
Properties=species:S:1:pos:R:3:forces:R:3:lowdin_charge:R:1 method="wB97M-V/def2-TZVPD" max_force_ev_per_a=1.3 e_lumo_ha=-0.2233 e_tot_ev=-122425.6292 total_charge=+2 relative_energy_ev=0.0000 homo_lumo_gap_ha=0.2485
Pb 2.028 0.411 0.014 -0.11 0.12 0.32 1.41
C 4.102 2.503 2.021 -0.06 0.01 0.02 -0.12
O 2.826 2.970 1.567 0.21 0.03 -0.05 -0.38
Si 2.190 4.364 2.218 -0.21 -0.21 -0.18 0.40
C 3.298 5.836 2.010 0.10 -0.01 0.04 -0.13
C 1.876 4.084 4.025 0.00 0.00 -0.01 -0.13
C 0.613 4.489 1.094 -0.01 1.09 -0.01 -0.24
Si 0.892 4.921 -0.631 0.21 -1.09 -0.65 0.52
C 2.614 4.827 -1.309 0.02 0.16 -0.04 -0.14
C 0.544 6.514 0.476 -0.32 -0.22 1.00 -0.08
C -0.386 4.702 -1.938 -0.11 0.30 0.05 -0.12
Si -1.114 4.364 1.947 0.18 -0.21 0.03 0.46
C -2.551 4.382 0.764 0.01 0.02 -0.04 -0.17
C -1.004 2.682 2.761 -0.13 0.04 0.00 -0.15
C -1.298 5.800 3.128 -0.05 -0.04 0.01 -0.16
H 4.899 2.931 1.411 0.01 0.01 0.01 0.09
H 4.133 1.415 1.935 0.01 0.00 -0.01 0.06
H 4.281 2.758 3.068 0.00 -0.01 0.01 0.09
H 4.255 5.614 2.491 0.01 0.01 -0.01 0.06
H 2.892 6.706 2.532 0.05 0.01 0.01 0.06
H 3.503 6.112 0.977 0.00 0.01 0.02 0.03
H 2.794 4.302 4.577 0.00 0.00 0.00 0.05
H 1.602 3.050 4.230 -0.02 -0.02 -0.01 0.05
H 1.105 4.731 4.441 -0.04 0.04 0.01 0.04
H 3.145 5.777 -1.230 0.01 -0.02 -0.02 0.05
H 2.561 4.563 -2.366 -0.02 -0.01 0.01 0.05
H 3.199 4.061 -0.799 -0.02 0.02 0.03 0.03
H 1.123 6.749 1.362 -0.11 0.28 -0.11 0.04
H -0.511 6.703 0.644 0.00 0.14 -0.13 0.05
H 0.907 7.179 -0.321 0.16 -0.22 -0.14 0.11
H -0.197 3.785 -2.501 0.01 -0.07 0.03 0.01
H -0.282 5.522 -2.655 0.01 -0.01 -0.03 0.07
H -1.414 4.705 -1.583 0.03 -0.03 -0.01 0.03
H -2.557 3.555 0.052 -0.01 -0.01 -0.03 0.03
H -2.657 5.318 0.212 0.00 -0.02 0.00 0.04
H -3.454 4.273 1.372 0.00 0.01 0.01 0.06
H -0.399 1.956 2.215 0.03 0.01 -0.02 0.02
H -2.017 2.275 2.814 0.02 -0.03 0.04 0.05
H -0.617 2.747 3.776 0.01 -0.01 0.04 0.03
H -1.857 6.611 2.657 0.01 0.01 0.01 0.05
H -0.356 6.210 3.488 0.04 0.00 0.03 0.03
H -1.875 5.485 4.001 0.00 0.00 -0.01 0.06
O -0.583 1.166 -0.425 0.05 -0.02 -0.09 -0.15
H -0.853 2.086 -0.317 -0.04 0.00 0.05 0.02
H -0.910 0.931 -1.311 0.03 0.02 0.03 0.02
O 0.770 -0.617 2.275 -0.08 -0.33 0.00 -0.19
H -0.140 -0.947 2.117 -0.03 0.25 -0.07 -0.04
H 1.171 -1.318 2.805 0.05 0.11 0.03 0.05
B 0.111 1.521 -3.967 -0.03 0.02 0.02 -0.40
C 1.323 1.468 -2.972 -0.09 -0.21 0.06 -0.23
N 2.141 1.354 -2.157 0.33 0.17 -0.16 -0.02
H 0.180 0.550 -4.680 0.01 0.04 -0.01 0.01
H 0.146 2.555 -4.583 -0.02 0.01 0.01 0.03
H -0.869 1.471 -3.236 -0.03 0.00 -0.01 0.02
F -6.922 -3.533 6.006 0.01 -0.02 -0.03 0.15
C -6.642 -4.300 4.945 0.00 0.00 0.01 -0.59
F -7.781 -4.484 4.260 0.03 0.00 0.03 0.15
F -6.252 -5.502 5.401 -0.01 0.03 -0.01 0.16
C -5.577 -3.688 4.068 0.00 -0.01 0.00 -0.10
C -4.873 -2.573 4.479 0.00 0.01 0.00 0.01
C -3.886 -2.047 3.652 -0.02 0.01 -0.01 -0.08
C -3.608 -2.634 2.424 0.02 -0.02 0.01 -0.39
C -4.325 -3.764 2.025 0.01 0.00 0.02 -0.07
C -5.307 -4.289 2.841 -0.01 -0.01 -0.01 0.01
P -2.293 -1.915 1.388 0.11 -0.12 -0.03 1.12
C -1.308 -3.418 0.985 -0.01 0.00 -0.01 -0.36
C -1.359 -4.135 -0.209 -0.01 0.01 0.00 -0.07
C -0.524 -5.223 -0.411 0.00 0.00 -0.01 0.00
C 0.367 -5.610 0.581 0.01 -0.02 -0.01 -0.12
C 0.402 -4.935 1.791 0.00 0.01 0.01 0.00
C -0.431 -3.844 1.982 0.01 0.02 -0.02 -0.10
C 1.290 -6.769 0.314 0.02 -0.01 -0.03 -0.58
F 2.065 -7.057 1.366 -0.03 0.00 -0.04 0.15
F 2.123 -6.484 -0.722 -0.03 0.01 0.04 0.12
F 0.620 -7.875 -0.026 0.03 0.05 0.01 0.17
C -3.158 -1.511 -0.170 -0.03 0.07 0.03 -0.36
C -4.533 -1.289 -0.198 -0.01 -0.04 -0.01 -0.05
C -5.154 -0.855 -1.361 -0.01 -0.01 0.00 0.01
C -4.406 -0.643 -2.507 0.00 0.00 -0.01 -0.11
C -3.036 -0.861 -2.498 0.02 0.03 0.02 0.00
C -2.419 -1.279 -1.331 -0.02 -0.02 0.01 -0.12
C -5.089 -0.131 -3.748 0.00 0.01 -0.01 -0.59
F -4.312 -0.253 -4.834 -0.03 0.00 0.02 0.15
F -5.394 1.175 -3.620 0.01 -0.02 -0.01 0.15
F -6.234 -0.784 -3.987 0.02 0.02 0.01 0.16
H -5.091 -2.116 5.434 0.00 0.00 0.00 0.13
H -3.331 -1.172 3.969 0.00 0.00 0.00 0.10
H -4.114 -4.234 1.071 0.00 0.00 0.00 0.12
H -5.867 -5.163 2.533 0.00 0.00 0.00 0.13
H -2.060 -3.857 -0.985 0.00 0.02 -0.01 0.11
H -0.579 -5.784 -1.336 0.00 0.00 -0.01 0.13
H 1.068 -5.263 2.577 0.00 0.00 0.00 0.13
H -0.415 -3.329 2.938 0.00 0.00 0.00 0.11
H -5.132 -1.459 0.687 0.00 0.01 0.00 0.11
H -6.224 -0.691 -1.375 0.00 0.00 0.00 0.13
H -2.458 -0.693 -3.397 0.03 0.02 -0.02 0.11
H -1.347 -1.436 -1.321 0.05 -0.02 0.00 0.07
N 1.219 -1.513 -1.144 -0.08 -0.06 0.07 0.09
C 1.261 -2.212 -2.073 -0.04 0.07 -0.06 -0.22
N 1.239 -2.985 -3.107 -0.02 -0.05 0.03 -0.05
C 2.074 -4.201 -3.179 0.00 0.01 -0.03 -0.09
C 3.146 -3.982 -4.232 0.01 0.00 -0.01 -0.18
O 2.571 -3.615 -5.467 0.00 -0.01 0.01 -0.10
C 1.867 -2.391 -5.380 0.00 0.00 0.00 -0.17
C 0.710 -2.504 -4.403 -0.02 -0.01 0.01 -0.08
H 1.425 -5.030 -3.464 0.00 0.00 0.01 0.14
H 2.499 -4.404 -2.199 0.00 -0.02 0.03 0.12
H 3.702 -4.903 -4.398 0.00 0.00 0.00 0.14
H 3.844 -3.203 -3.893 0.00 0.00 0.00 0.13
H 1.495 -2.163 -6.377 0.00 0.00 0.00 0.14
H 2.544 -1.586 -5.064 -0.01 0.01 0.00 0.13
H -0.017 -3.238 -4.752 0.00 0.00 0.00 0.14
H 0.219 -1.543 -4.259 0.01 -0.01 0.01 0.10
C 5.633 0.552 -1.667 0.02 0.00 -0.01 0.01
C 5.292 -0.663 -0.879 -0.01 0.05 -0.02 -0.38
N 4.161 -0.877 -0.230 -0.07 -0.09 -0.04 -0.06
C 4.249 -2.142 0.326 0.03 -0.01 -0.04 -0.15
C 5.448 -2.687 0.011 0.00 0.00 -0.01 -0.06
N 6.093 -1.738 -0.750 0.00 0.00 0.00 0.12
H 5.401 1.451 -1.098 0.00 0.00 0.00 0.08
H 5.056 0.583 -2.592 -0.01 0.00 0.01 0.08
H 6.692 0.572 -1.920 0.00 0.00 0.01 0.09
H 3.445 -2.574 0.900 0.00 0.00 0.00 0.10
H 5.896 -3.634 0.255 0.00 0.00 0.00 0.13
H 7.017 -1.824 -1.142 0.00 0.00 0.00 0.17

---

118
Properties=species:S:1:pos:R:3:forces:R:3:lowdin_charge:R:1 method="wB97M-V/def2-TZVPD" max_force_ev_per_a=0.4 e_lumo_ha=0.0525 e_tot_ev=-405416.8922 total_charge=-1 relative_energy_ev=0.0000 homo_lumo_gap_ha=0.2138
Tl -1.118 0.771 0.749 -0.04 -0.12 0.02 0.94
C 1.854 -0.103 4.594 0.01 -0.03 0.04 -0.06
C 0.704 0.411 3.728 -0.02 -0.05 -0.07 -0.38
C 0.798 1.930 3.562 0.01 0.02 0.00 -0.05
C -0.644 -0.008 4.286 0.02 -0.05 0.01 -0.16
C -0.990 0.410 5.566 -0.07 0.02 0.03 -0.07
C -2.209 0.076 6.123 0.04 -0.01 0.00 -0.10
C -3.107 -0.670 5.380 -0.01 -0.04 0.01 -0.08
C -2.815 -1.087 4.089 -0.02 0.05 -0.03 -0.16
C -3.911 -1.772 3.285 0.06 -0.03 0.01 -0.37
C -4.402 -3.057 3.954 -0.01 -0.01 0.00 -0.06
C -5.083 -0.819 3.039 -0.01 0.01 0.01 -0.08
C -1.554 -0.773 3.537 0.07 0.05 0.11 -0.24
N -1.238 -1.120 2.203 -0.35 -0.08 -0.05 -0.08
C -1.172 -2.428 1.886 0.21 -0.09 0.09 -0.31
C -0.981 -3.489 2.808 -0.10 0.11 0.07 -0.05
C -0.818 -4.804 2.408 0.00 -0.07 -0.03 -0.12
C -0.840 -5.163 1.065 0.01 0.03 0.03 -0.13
C -1.055 -4.156 0.127 0.02 0.00 -0.02 -0.04
C -1.215 -2.862 0.547 -0.10 0.08 -0.14 -0.23
F -1.473 -1.910 -0.413 0.06 -0.04 0.03 -0.05
H 2.815 0.137 4.130 0.01 0.02 -0.01 0.06
H 1.793 -1.186 4.727 -0.01 -0.01 -0.02 0.08
H 1.841 0.360 5.584 -0.01 0.00 0.01 0.08
H 0.809 -0.061 2.749 0.02 0.02 -0.01 0.08
H 0.619 2.442 4.511 0.02 -0.01 0.01 0.07
H 0.056 2.320 2.861 -0.01 -0.01 0.00 0.04
H 1.784 2.219 3.188 0.00 0.01 -0.01 0.08
H -0.313 1.048 6.121 0.00 -0.01 0.02 0.08
H -2.476 0.439 7.107 0.00 0.03 -0.01 0.10
H -4.085 -0.886 5.797 0.01 0.01 0.00 0.10
H -3.505 -2.038 2.311 0.04 -0.01 -0.03 0.12
H -4.803 -2.849 4.949 0.00 -0.01 -0.01 0.07
H -3.594 -3.782 4.057 0.03 0.00 0.01 0.07
H -5.199 -3.516 3.364 0.01 0.00 -0.01 0.07
H -5.599 -0.576 3.971 0.02 0.01 0.00 0.06
H -5.810 -1.273 2.359 -0.01 -0.01 0.01 0.08
H -4.742 0.121 2.603 0.00 0.00 -0.03 0.03
H -0.950 -3.237 3.861 0.00 0.00 0.00 0.12
H -0.668 -5.563 3.167 0.00 -0.01 -0.01 0.10
H -0.712 -6.191 0.753 0.00 0.00 0.00 0.08
H -1.111 -4.366 -0.934 0.01 -0.01 0.00 0.11
C 5.217 -1.040 2.384 0.01 0.00 0.05 -0.01
N 4.200 -1.641 1.532 -0.01 -0.01 -0.12 -0.07
N 3.432 -0.730 0.800 -0.01 0.09 0.15 0.05
C 2.110 -1.155 0.736 -0.05 0.02 -0.08 -0.40
O 1.246 -0.608 0.049 0.11 0.02 -0.05 -0.05
C 2.060 -2.330 1.576 0.03 0.00 0.00 0.09
C 3.301 -2.547 2.058 0.00 -0.03 0.01 -0.26
C 3.755 -3.562 3.047 -0.03 -0.01 0.01 -0.01
C 4.072 0.141 -0.116 0.00 -0.04 -0.07 -0.21
C 3.604 1.439 -0.248 0.02 -0.06 0.02 0.01
C 4.213 2.289 -1.161 -0.06 0.03 0.03 -0.06
C 5.295 1.850 -1.912 0.00 0.02 -0.04 -0.09
C 5.766 0.552 -1.762 0.01 -0.01 0.01 -0.09
C 5.150 -0.313 -0.870 -0.02 0.00 -0.01 -0.04
H 5.816 -0.355 1.789 0.01 -0.01 -0.01 0.09
H 5.864 -1.832 2.755 -0.01 0.01 0.02 0.09
H 4.778 -0.497 3.225 -0.01 0.01 -0.01 0.08
H 1.178 -2.919 1.757 0.04 -0.02 0.02 0.10
H 2.966 -4.296 3.196 0.00 0.00 0.00 0.09
H 3.969 -3.097 4.012 0.01 0.01 -0.01 0.09
H 4.656 -4.073 2.705 0.00 -0.01 0.01 0.08
H 2.765 1.778 0.345 -0.02 0.00 -0.05 0.10
H 3.824 3.292 -1.276 0.01 -0.01 -0.04 0.10
H 5.773 2.521 -2.615 0.00 0.00 0.01 0.10
H 6.612 0.208 -2.344 -0.01 0.00 -0.01 0.10
H 5.492 -1.333 -0.752 0.00 0.00 0.00 0.11
O 0.914 3.002 0.084 -0.09 0.03 -0.05 -0.49
Se 0.482 3.389 -1.414 0.15 0.15 0.06 0.78
O 0.343 1.752 -2.164 -0.19 -0.21 -0.17 -0.62
O -0.990 4.000 -1.626 -0.09 -0.05 -0.06 -0.44
O 1.628 4.097 -2.301 -0.04 -0.02 0.05 -0.45
Se -1.609 3.938 6.816 0.06 0.00 0.06 -0.16
Sb -3.328 4.305 5.211 -0.03 0.06 0.02 -0.22
Se -5.041 2.422 5.040 0.04 -0.01 -0.07 -0.02
Se -4.220 6.435 4.651 -0.01 0.06 -0.01 -0.21
Se -3.375 2.620 3.296 -0.01 -0.03 -0.01 -0.04
C -0.437 2.232 -6.682 0.03 0.03 0.01 -0.10
C -0.033 2.726 -5.289 -0.12 -0.02 -0.17 -0.64
C -0.811 3.994 -4.942 0.01 0.05 0.02 -0.09
C 1.471 2.981 -5.241 0.04 -0.01 0.03 -0.10
Sb -0.492 1.205 -3.810 0.11 0.03 0.34 1.84
C -2.658 0.915 -3.478 0.19 -0.06 -0.10 -0.63
C -3.208 2.097 -2.695 -0.06 0.08 -0.04 -0.10
C -3.296 0.821 -4.863 -0.03 0.02 0.02 -0.11
C -2.894 -0.370 -2.698 0.02 0.03 0.12 -0.10
C 0.755 -0.573 -4.120 -0.19 0.03 -0.04 -0.63
C 0.107 -1.810 -3.508 -0.03 0.00 0.08 -0.10
C 0.965 -0.801 -5.614 0.03 -0.01 -0.02 -0.11
C 2.073 -0.286 -3.414 0.13 -0.02 -0.01 -0.10
H -0.253 3.048 -7.388 0.01 0.00 0.02 0.09
H -1.492 1.974 -6.763 -0.05 0.00 0.03 0.06
H 0.153 1.379 -7.014 0.00 -0.01 0.00 0.06
H -0.484 4.784 -5.626 0.00 -0.01 -0.02 0.10
H -0.635 4.340 -3.924 -0.01 -0.02 -0.03 0.06
H -1.886 3.862 -5.084 -0.01 -0.02 0.01 0.07
H 1.705 3.722 -6.013 0.01 0.01 0.01 0.10
H 2.054 2.085 -5.461 -0.02 -0.01 -0.04 0.06
H 1.780 3.381 -4.275 0.01 -0.01 -0.01 0.05
H -3.110 3.045 -3.221 0.04 0.01 -0.01 0.08
H -2.735 2.217 -1.723 0.05 0.00 0.04 0.05
H -4.275 1.902 -2.533 0.03 0.04 -0.01 0.10
H -3.203 1.753 -5.421 0.02 0.02 -0.03 0.06
H -4.367 0.632 -4.734 0.02 -0.01 0.03 0.10
H -2.894 -0.002 -5.461 0.03 0.03 0.00 0.08
H -2.396 -0.367 -1.730 0.00 -0.02 -0.08 0.03
H -2.598 -1.264 -3.242 0.05 -0.04 -0.02 0.07
H -3.969 -0.448 -2.501 0.01 0.03 -0.02 0.10
H -0.804 -2.103 -4.031 -0.02 0.00 0.00 0.07
H -0.103 -1.696 -2.445 -0.03 0.04 0.06 0.07
H 0.819 -2.637 -3.608 0.01 0.00 0.00 0.10
H 0.028 -0.961 -6.154 -0.01 0.01 0.01 0.08
H 1.565 -1.709 -5.730 0.00 0.00 0.00 0.09
H 1.512 0.011 -6.092 0.01 0.01 0.02 0.06
H 1.944 -0.141 -2.344 -0.02 0.00 0.06 0.06
H 2.593 0.583 -3.821 0.00 0.02 0.03 0.08
H 2.713 -1.163 -3.565 0.03 0.03 0.00 0.10